<a>
Computed, not measured: 10 unconnected molecules or ions with the total composition C90H190N10O10, with ωB97M-V/def2-TZVPD.

## Properties
E_HOMO in hartree: -0.288
LUMO level in eV: 0.31
HOMO-LUMO gap in eV: 8.15

```
300
C90H190N10O10 | OMol25 | ωB97M-V/def2-TZVPD
C -0.447 6.989 0.407
C -0.169 8.216 1.203
C -1.340 8.338 2.279
C 1.032 7.719 1.953
C 2.387 7.885 1.231
C 2.480 9.246 0.537
C 1.312 9.536 -0.369
C 1.426 11.083 -0.715
C 1.473 8.666 -1.649
N 0.076 9.429 0.452
O -1.092 9.652 -0.364
H -0.810 6.190 1.052
H -1.089 7.159 -0.458
H 0.428 6.543 -0.066
H -2.313 8.580 1.853
H -1.392 7.506 2.981
H -1.017 9.101 2.988
H 1.210 8.190 2.919
H 0.855 6.709 2.324
H 3.233 7.724 1.899
H 2.531 7.109 0.479
H 3.449 9.330 0.045
H 2.534 9.832 1.455
H 2.197 11.330 -1.445
H 1.382 11.699 0.183
H 0.515 11.351 -1.250
H 1.470 7.589 -1.478
H 2.429 8.905 -2.115
H 0.777 9.043 -2.399
H -1.001 8.871 -0.914
C -3.935 4.030 -4.911
C -2.467 4.479 -5.153
C -1.553 3.351 -4.517
C -2.476 4.479 -6.737
C -1.234 5.296 -7.214
C -1.041 6.657 -6.485
C -1.053 6.639 -4.928
C 0.223 6.149 -4.347
C -1.397 8.076 -4.491
N -2.235 5.820 -4.603
O -2.264 5.827 -3.216
H -4.713 4.706 -5.266
H -4.239 3.020 -5.184
H -4.089 4.069 -3.833
H -0.753 3.297 -5.256
H -1.000 3.672 -3.635
H -1.970 2.365 -4.310
H -2.484 3.493 -7.202
H -3.340 5.036 -7.099
H -0.347 4.756 -6.883
H -1.197 5.246 -8.302
H -1.736 7.366 -6.935
H -0.007 6.981 -6.606
H 1.133 6.592 -4.753
H 0.297 5.066 -4.438
H 0.352 6.350 -3.283
H -0.489 8.679 -4.488
H -1.591 8.059 -3.419
H -2.262 8.551 -4.954
H -2.871 6.539 -3.003
C 1.949 1.813 -4.540
C 3.445 2.151 -4.280
C 3.886 1.468 -2.978
C 4.164 1.606 -5.509
C 5.730 1.877 -5.429
C 5.738 3.367 -5.555
C 5.057 4.212 -4.410
C 5.637 4.261 -2.902
C 4.909 5.605 -4.950
N 3.688 3.602 -4.180
O 2.857 4.192 -3.255
H 1.652 0.789 -4.767
H 1.194 1.948 -3.765
H 1.793 2.487 -5.382
H 4.975 1.499 -3.005
H 3.540 2.113 -2.170
H 3.662 0.405 -2.883
H 3.996 0.530 -5.533
H 3.795 2.119 -6.398
H 6.283 1.468 -4.583
H 6.146 1.502 -6.364
H 5.280 3.560 -6.525
H 6.806 3.580 -5.518
H 5.087 5.023 -2.350
H 6.563 4.832 -2.836
H 5.785 3.323 -2.368
H 4.056 5.677 -5.624
H 5.783 5.976 -5.485
H 4.588 6.265 -4.144
H 3.359 4.056 -2.448
C -5.742 -0.807 0.140
C -4.699 -0.111 -0.724
C -5.355 0.165 -2.073
C -4.157 1.126 0.003
C -2.861 1.668 -0.682
C -1.781 0.524 -0.737
C -2.269 -0.738 -1.595
C -2.270 -0.425 -3.073
C -1.303 -1.870 -1.313
N -3.556 -1.134 -0.990
O -4.122 -2.372 -1.436
H -5.271 -1.331 0.972
H -6.122 -0.005 0.774
H -6.469 -1.438 -0.372
H -5.792 -0.667 -2.625
H -6.158 0.883 -1.910
H -4.529 0.688 -2.554
H -4.836 1.944 -0.235
H -3.976 0.902 1.054
H -3.047 1.956 -1.716
H -2.522 2.609 -0.246
H -1.544 0.182 0.271
H -0.800 0.909 -1.015
H -2.497 0.572 -3.449
H -2.884 -1.156 -3.600
H -1.303 -0.687 -3.502
H -0.275 -1.537 -1.459
H -1.503 -2.792 -1.858
H -1.522 -2.174 -0.289
H -4.124 -2.791 -0.573
C -0.408 -2.544 -7.737
C 0.654 -3.323 -6.933
C 2.000 -3.688 -7.902
C 1.077 -2.280 -5.840
C 1.539 -2.723 -4.513
C 0.585 -3.780 -4.090
C 0.268 -5.014 -5.020
C 1.463 -6.004 -4.843
C -1.064 -5.592 -4.485
N 0.065 -4.538 -6.329
O -0.311 -5.489 -7.285
H -0.265 -1.516 -8.070
H -0.753 -3.024 -8.652
H -1.300 -2.533 -7.112
H 1.863 -4.649 -8.397
H 2.042 -2.973 -8.724
H 2.911 -3.706 -7.304
H 1.965 -1.841 -6.294
H 0.310 -1.512 -5.743
H 2.522 -3.171 -4.657
H 1.631 -1.879 -3.829
H -0.412 -3.387 -3.890
H 0.778 -4.250 -3.126
H 2.364 -5.758 -5.405
H 1.344 -6.929 -5.408
H 1.732 -6.157 -3.798
H -1.349 -6.412 -5.145
H -1.879 -4.873 -4.572
H -1.026 -6.056 -3.500
H 0.391 -6.137 -7.185
C -5.787 7.476 0.340
C -6.556 8.275 -0.770
C -7.478 9.274 -0.100
C -5.550 9.046 -1.735
C -4.792 8.126 -2.791
C -5.755 7.415 -3.679
C -6.914 6.734 -2.888
C -8.251 6.593 -3.863
C -6.216 5.388 -2.415
N -7.407 7.396 -1.664
O -8.385 6.638 -0.983
H -4.966 6.972 -0.170
H -5.432 8.030 1.209
H -6.412 6.648 0.674
H -7.661 10.200 -0.646
H -8.443 8.805 0.093
H -7.088 9.484 0.896
H -6.138 9.745 -2.330
H -4.928 9.526 -0.980
H -4.203 8.668 -3.530
H -4.083 7.364 -2.465
H -5.106 6.772 -4.272
H -6.063 8.120 -4.451
H -9.249 6.605 -3.425
H -8.274 5.593 -4.296
H -8.336 7.310 -4.680
H -6.204 4.597 -3.165
H -6.857 4.921 -1.668
H -5.172 5.458 -2.108
H -9.231 7.090 -1.018
C -1.404 11.633 -3.108
C -2.003 13.113 -3.211
C -2.347 13.454 -4.735
C -3.442 12.987 -2.488
C -4.162 14.324 -2.330
C -3.116 15.092 -1.411
C -1.673 15.265 -1.972
C -1.786 16.458 -2.975
C -0.800 15.717 -0.757
N -1.058 13.996 -2.499
O 0.112 14.169 -3.182
H -0.329 11.629 -3.289
H -1.447 11.194 -2.111
H -1.850 10.989 -3.866
H -1.424 13.385 -5.311
H -2.990 12.708 -5.202
H -2.862 14.411 -4.820
H -3.949 12.175 -3.010
H -3.228 12.693 -1.460
H -4.192 14.796 -3.312
H -5.199 14.259 -2.001
H -3.038 14.658 -0.414
H -3.635 16.050 -1.370
H -2.219 16.045 -3.887
H -0.796 16.840 -3.222
H -2.316 17.325 -2.582
H -0.408 14.799 -0.318
H -1.323 16.310 -0.006
H 0.073 16.279 -1.090
H 0.687 14.295 -2.423
C 2.483 12.150 -4.212
C 3.155 12.189 -5.603
C 4.234 13.280 -5.568
C 3.909 10.724 -5.799
C 2.886 9.564 -6.230
C 2.175 10.101 -7.486
C 1.413 11.448 -7.375
C 1.134 11.892 -8.802
C -0.017 11.183 -6.796
N 2.282 12.494 -6.748
O 1.589 13.692 -6.605
H 1.623 11.483 -4.143
H 3.229 11.861 -3.473
H 2.218 13.181 -3.978
H 4.959 13.106 -4.774
H 4.822 13.287 -6.486
H 3.741 14.250 -5.499
H 4.687 10.817 -6.557
H 4.507 10.438 -4.934
H 3.445 8.650 -6.429
H 2.177 9.263 -5.459
H 1.450 9.422 -7.936
H 2.910 10.123 -8.290
H 0.634 12.845 -8.973
H 0.454 11.259 -9.373
H 2.030 11.890 -9.423
H -0.590 10.384 -7.266
H -0.537 12.112 -7.030
H -0.085 11.071 -5.714
H 0.923 13.426 -5.965
C -0.380 2.895 -10.357
C -0.211 1.471 -9.731
C -1.162 1.207 -8.598
C -0.450 0.324 -10.780
C 0.663 0.028 -11.766
C 1.940 -0.178 -11.203
C 2.351 0.922 -10.104
C 3.501 0.257 -9.315
C 2.952 2.223 -10.885
N 1.202 1.236 -9.193
O 1.569 2.005 -8.082
H -1.462 2.988 -10.452
H 0.043 3.725 -9.791
H 0.078 2.849 -11.345
H -1.025 1.754 -7.665
H -2.215 1.461 -8.714
H -1.108 0.161 -8.297
H -0.847 -0.520 -10.216
H -1.219 0.726 -11.440
H 0.470 -0.932 -12.245
H 0.735 0.861 -12.466
H 2.820 -0.108 -11.842
H 2.067 -1.201 -10.851
H 4.278 -0.292 -9.846
H 3.022 -0.574 -8.797
H 3.933 0.814 -8.484
H 3.768 1.898 -11.531
H 3.504 2.891 -10.225
H 2.123 2.769 -11.334
H 1.684 1.328 -7.411
C -5.843 3.088 -10.346
C -6.170 2.290 -9.057
C -5.349 0.980 -8.957
C -5.805 3.095 -7.683
C -6.876 3.930 -7.183
C -8.289 3.246 -6.866
C -8.713 2.488 -8.167
C -9.669 1.419 -7.645
C -9.398 3.398 -9.091
N -7.547 1.778 -8.862
O -8.016 1.183 -10.000
H -4.754 3.128 -10.338
H -6.269 2.543 -11.188
H -6.353 4.049 -10.416
H -5.534 0.612 -7.948
H -5.546 0.281 -9.770
H -4.270 1.088 -8.847
H -5.455 2.369 -6.950
H -4.969 3.743 -7.948
H -6.319 4.316 -6.329
H -7.231 4.685 -7.885
H -9.103 3.850 -6.464
H -8.125 2.674 -5.952
H -9.147 0.567 -7.210
H -10.355 0.986 -8.373
H -10.419 1.579 -6.870
H -8.617 3.987 -9.572
H -10.187 3.945 -8.574
H -10.048 2.891 -9.804
H -8.475 0.406 -9.672
```

<b>
Computed, not measured: 10 unconnected molecules or ions with the total composition C90H190N10O10, with ωB97M-V/def2-TZVPD.

## Properties
E_HOMO in hartree: -0.306
LUMO level in eV: 0.42
HOMO-LUMO gap in eV: 8.75

```
300
C90H190N10O10 | OMol25 | ωB97M-V/def2-TZVPD
C 6.414 -5.738 -0.793
C 5.345 -4.731 -1.428
C 5.928 -4.059 -2.675
C 3.944 -5.383 -1.748
C 3.218 -5.822 -0.514
C 2.815 -4.642 0.351
C 4.212 -3.906 0.760
C 3.893 -2.473 1.194
C 4.880 -4.672 1.903
N 5.011 -3.635 -0.480
O 6.292 -3.088 -0.091
H 7.049 -5.213 -0.090
H 5.888 -6.566 -0.306
H 7.014 -6.132 -1.650
H 6.301 -4.797 -3.437
H 5.343 -3.200 -3.045
H 6.892 -3.632 -2.416
H 3.284 -4.644 -2.316
H 4.173 -6.272 -2.337
H 2.313 -6.320 -0.836
H 3.833 -6.623 0.006
H 2.234 -4.892 1.288
H 2.281 -3.914 -0.297
H 3.622 -1.902 0.347
H 4.690 -1.984 1.854
H 3.009 -2.453 1.867
H 5.003 -5.760 1.700
H 4.302 -4.656 2.851
H 5.860 -4.289 2.088
H 6.102 -2.136 -0.220
C -0.310 3.854 -2.024
C 1.155 3.662 -2.377
C 1.256 2.580 -3.487
C 1.775 4.941 -2.882
C 1.876 6.013 -1.824
C 2.579 5.527 -0.486
C 2.108 4.191 -0.006
C 3.227 3.650 0.924
C 0.733 4.397 0.684
N 2.048 3.246 -1.237
O 1.639 1.962 -0.756
H -0.633 3.037 -1.409
H -0.479 4.847 -1.503
H -0.921 3.800 -2.914
H 0.624 1.778 -3.169
H 0.910 2.903 -4.473
H 2.287 2.270 -3.614
H 2.725 4.647 -3.319
H 1.234 5.322 -3.788
H 2.545 6.768 -2.260
H 0.949 6.563 -1.600
H 2.356 6.266 0.259
H 3.689 5.531 -0.624
H 3.322 4.285 1.814
H 4.162 3.655 0.347
H 2.992 2.639 1.199
H 0.884 4.765 1.679
H 0.229 3.439 0.895
H 0.081 4.999 0.074
H 0.815 1.954 -0.237
C 0.579 4.230 -7.432
C -0.933 3.834 -7.514
C -1.763 5.095 -7.822
C -1.031 2.818 -8.598
C -2.290 1.987 -8.594
C -2.457 1.251 -7.281
C -2.493 2.258 -6.105
C -3.880 2.935 -5.955
C -2.240 1.434 -4.833
N -1.276 3.160 -6.280
O -1.299 4.168 -5.284
H 1.149 3.366 -6.948
H 1.025 4.418 -8.442
H 0.737 5.087 -6.772
H -1.311 5.583 -8.698
H -2.770 4.835 -8.104
H -1.861 5.824 -7.011
H -1.072 3.349 -9.543
H -0.154 2.194 -8.653
H -3.169 2.544 -8.889
H -2.220 1.249 -9.411
H -1.543 0.582 -7.128
H -3.400 0.708 -7.291
H -4.168 3.403 -6.915
H -3.985 3.641 -5.144
H -4.498 2.123 -5.676
H -1.374 0.810 -5.064
H -3.137 0.796 -4.594
H -2.021 2.041 -3.904
H -2.206 4.536 -5.231
C -2.200 -7.353 4.540
C -1.111 -6.642 3.599
C -0.699 -5.329 4.269
C 0.183 -7.466 3.294
C -0.095 -8.730 2.516
C -0.692 -8.277 1.159
C -1.976 -7.385 1.313
C -2.289 -6.750 0.054
C -3.182 -8.261 1.689
N -1.638 -6.289 2.282
O -2.839 -5.490 2.456
H -1.999 -7.045 5.573
H -3.209 -7.054 4.212
H -2.145 -8.425 4.383
H -0.265 -4.614 3.596
H -1.579 -4.909 4.759
H -0.036 -5.574 5.107
H 0.924 -6.892 2.737
H 0.654 -7.623 4.283
H 0.901 -9.215 2.288
H -0.850 -9.432 3.013
H -0.992 -9.120 0.533
H 0.094 -7.731 0.620
H -3.297 -6.359 0.001
H -2.301 -7.487 -0.741
H -1.471 -6.081 -0.268
H -3.974 -7.614 1.959
H -2.941 -8.873 2.541
H -3.557 -8.793 0.819
H -2.680 -4.587 2.196
C -5.123 -2.843 -3.940
C -6.251 -1.847 -3.723
C -6.048 -1.275 -2.309
C -6.148 -0.745 -4.850
C -6.422 -1.337 -6.232
C -7.842 -1.925 -6.174
C -8.112 -2.963 -5.085
C -9.612 -3.157 -4.959
C -7.448 -4.330 -5.389
N -7.646 -2.409 -3.770
O -7.823 -3.468 -2.829
H -5.191 -3.391 -4.900
H -4.124 -2.507 -3.821
H -5.204 -3.663 -3.273
H -6.237 -2.046 -1.549
H -5.029 -0.929 -2.100
H -6.722 -0.448 -2.071
H -6.774 0.091 -4.667
H -5.132 -0.334 -4.830
H -6.397 -0.521 -6.976
H -5.707 -2.085 -6.561
H -8.118 -2.462 -7.060
H -8.531 -1.065 -6.034
H -10.058 -3.381 -5.927
H -10.070 -2.246 -4.524
H -9.889 -3.901 -4.260
H -6.820 -4.253 -6.283
H -8.195 -5.162 -5.503
H -6.800 -4.622 -4.591
H -8.573 -3.195 -2.310
C 7.319 4.532 -2.956
C 6.413 3.429 -3.579
C 5.346 4.080 -4.595
C 7.225 2.336 -4.262
C 7.991 1.407 -3.315
C 7.053 0.585 -2.459
C 6.201 1.622 -1.653
C 5.028 0.784 -1.073
C 6.997 2.221 -0.510
N 5.537 2.637 -2.621
O 4.800 3.601 -1.813
H 7.792 5.130 -3.793
H 6.838 5.330 -2.373
H 8.116 4.097 -2.304
H 5.840 4.353 -5.530
H 4.637 3.293 -4.871
H 4.914 4.976 -4.148
H 6.497 1.756 -4.933
H 7.900 2.938 -4.914
H 8.591 0.669 -3.831
H 8.737 1.922 -2.735
H 7.518 -0.046 -1.696
H 6.461 -0.076 -3.068
H 5.409 -0.136 -0.611
H 4.340 0.575 -1.919
H 4.507 1.373 -0.324
H 7.839 2.767 -0.907
H 7.350 1.450 0.157
H 6.493 2.936 0.154
H 3.899 3.253 -1.987
C -3.569 0.749 7.004
C -2.205 0.765 6.186
C -2.316 1.139 4.681
C -1.207 1.748 6.858
C -0.588 1.166 8.165
C 0.090 -0.160 8.010
C -0.932 -1.169 7.424
C -0.060 -2.368 6.935
C -1.960 -1.658 8.434
N -1.540 -0.598 6.198
O -2.534 -1.502 5.651
H -3.330 0.604 8.047
H -4.077 1.676 6.823
H -4.233 -0.064 6.740
H -3.187 0.545 4.361
H -2.570 2.172 4.601
H -1.481 0.934 4.084
H -0.285 1.870 6.163
H -1.579 2.751 7.046
H 0.120 1.883 8.644
H -1.328 0.995 8.946
H 0.448 -0.536 9.016
H 0.986 -0.168 7.370
H 0.334 -2.137 5.973
H -0.644 -3.312 6.775
H 0.775 -2.634 7.589
H -1.464 -2.400 9.077
H -2.679 -2.221 7.814
H -2.431 -0.823 8.973
H -2.005 -1.917 4.979
C 0.043 0.561 2.210
C -0.668 -0.659 1.509
C -0.067 -1.964 2.216
C -2.177 -0.659 1.822
C -3.049 -1.428 0.878
C -2.779 -1.034 -0.534
C -1.295 -1.337 -0.819
C -1.027 -2.874 -0.783
C -0.858 -0.908 -2.217
N -0.442 -0.514 0.093
O 0.950 -0.887 -0.149
H 0.017 0.536 3.312
H 1.119 0.402 2.048
H -0.316 1.512 1.912
H 1.010 -2.122 2.055
H -0.334 -1.791 3.270
H -0.578 -2.880 2.008
H -2.374 -1.024 2.809
H -2.538 0.388 1.748
H -2.891 -2.482 1.000
H -4.120 -1.280 1.190
H -3.010 0.001 -0.774
H -3.270 -1.686 -1.250
H -1.330 -3.369 0.137
H 0.049 -3.006 -0.879
H -1.578 -3.314 -1.690
H -1.619 -1.321 -2.892
H 0.105 -1.290 -2.517
H -0.850 0.189 -2.427
H 1.231 -0.202 -0.767
C 3.442 -0.177 3.601
C 4.230 0.840 4.440
C 5.548 1.124 3.719
C 3.373 2.053 4.648
C 3.833 3.016 5.753
C 4.155 2.241 6.992
C 5.057 1.044 6.843
C 6.535 1.395 6.656
C 4.764 0.290 8.157
N 4.533 0.184 5.752
O 5.422 -0.881 5.559
H 3.936 -1.116 3.574
H 2.466 -0.332 4.001
H 3.303 0.121 2.585
H 5.889 2.080 3.999
H 6.318 0.364 3.913
H 5.391 1.110 2.626
H 3.221 2.530 3.679
H 2.369 1.709 4.883
H 4.613 3.702 5.495
H 2.948 3.631 5.963
H 3.252 1.842 7.412
H 4.498 2.946 7.769
H 6.648 2.217 5.962
H 7.158 0.575 6.309
H 6.941 1.591 7.655
H 5.175 0.766 9.090
H 5.206 -0.724 8.217
H 3.699 0.013 8.284
H 4.996 -1.689 5.910
C -6.283 3.964 1.710
C -4.909 4.007 1.076
C -3.845 4.207 2.154
C -4.588 2.711 0.378
C -3.340 3.050 -0.602
C -3.659 4.188 -1.547
C -3.990 5.521 -0.857
C -2.731 6.259 -0.302
C -4.618 6.514 -1.910
N -5.009 5.180 0.172
O -5.181 6.335 0.973
H -6.367 3.026 2.254
H -6.515 4.681 2.515
H -7.101 4.003 0.989
H -3.880 5.205 2.626
H -4.038 3.477 2.952
H -2.853 3.924 1.899
H -4.391 2.001 1.218
H -5.352 2.319 -0.200
H -2.369 3.202 -0.034
H -3.149 2.181 -1.288
H -4.457 3.831 -2.147
H -2.824 4.357 -2.188
H -2.161 6.705 -1.123
H -2.202 5.571 0.363
H -2.975 7.140 0.208
H -4.885 7.495 -1.525
H -5.443 5.953 -2.271
H -3.959 6.755 -2.709
H -5.966 6.696 0.568
```

Preferred: <b>; penalty for the next structure: 0.3452 hartree.